No. 1
# C23H25N15O3Ti

A structure of composition C23H25N15O3Ti in a non-equilibrium geometry (ωB97M-V with the def2-TZVPD basis set, the Open Molecules 2025 dataset).

E_LUMO (alpha / beta) in eV: -6.66 / -6.66
E_tot in Eh: -2787.455168
Energy above the lowest of the compared OMol25 structures with the same formula, charge and spin in kJ/mol: 43.5
HOMO-LUMO gap (alpha / beta) in hartree: 0.293 / 0.293

The geometry in ORCA input format:
```
! wB97M-V def2-TZVPD RIJCOSX def2/J DEFGRID3
* xyz 2 1
Ti 0.2128 -0.5654 -0.2128
O 1.0066 -1.9533 -3.8621
C 0.2550 -1.8048 -2.9293
N 0.2029 -0.6126 -2.1930
C 0.4199 0.5768 -2.9486
C -0.0131 1.7343 -2.1259
C -0.1827 2.9917 -2.6285
C -0.4922 4.0698 -1.8052
C -0.8061 3.7561 -0.4864
C -0.6645 2.4580 -0.0703
N -0.2197 1.4512 -0.8514
C -0.7260 -2.7307 -2.2830
C -1.1680 -3.9073 -2.8985
C -2.1239 -4.6450 -2.1777
C -2.4859 -4.2591 -0.8753
C -1.8970 -3.1196 -0.3352
N -1.0011 -2.3519 -1.0459
H -0.1821 0.6011 -3.8704
H 1.4329 0.8180 -3.2744
H -0.0628 3.1755 -3.6952
H -0.5326 5.0901 -2.1478
H -1.1688 4.5096 0.1723
H -0.9309 2.2600 0.9192
H -0.9601 -4.2170 -3.9724
H -2.6272 -5.4733 -2.6870
H -3.1911 -4.8642 -0.3178
H -2.1325 -2.7233 0.6312
N 4.1768 0.6406 -1.1575
C 3.0786 -0.0023 -1.4059
N 2.1372 0.3733 -0.5269
C 2.7990 1.2702 0.2463
N 4.0601 1.4426 -0.0954
C 2.2630 1.8013 1.5025
C 2.8446 2.9183 2.0756
N 2.2362 3.5395 3.0823
C 1.1361 3.0068 3.5710
C 0.6214 1.8410 2.9867
N 1.1371 1.2582 1.9123
H 4.9789 0.5954 -1.7402
H 2.8963 -0.7247 -2.2106
H 3.8195 3.2428 1.7110
H 0.6402 3.5050 4.3885
H -0.2579 1.3670 3.4203
C -3.6764 2.4041 1.2425
C -3.0638 1.1338 0.7892
N -3.0692 0.6623 -0.3736
O -3.4963 1.5705 -1.2748
C -2.3710 0.1817 1.7031
C -2.7634 -0.1466 3.0443
N -1.3044 -0.2971 1.1017
O -0.5453 -1.3221 1.4764
H -4.6250 2.5332 0.6848
H -2.9642 3.2150 0.9476
H -3.9030 2.4996 2.3132
H -3.2790 1.2220 -2.1762
H -1.9197 -0.5289 3.6218
H -3.5975 -0.9140 3.1084
H -3.2307 0.7174 3.4706
N 4.0759 -3.0905 2.3365
N 3.0470 -3.0607 1.4606
N 2.7477 -4.0957 0.7000
C 1.8051 -3.5930 -0.0969
N 1.5892 -2.3274 0.1714
N 2.3871 -1.9819 1.1997
H 4.5115 -4.0226 2.2466
H 3.8343 -2.8526 3.3037
H 1.2821 -4.2460 -0.7891
*
```



No. 2
# C4H6O2

A structure of composition C4H6O2 in a non-equilibrium geometry (ωB97M-V with the def2-TZVPD basis set, the Open Molecules 2025 dataset).

E_LUMO in eV: 0.91
E_tot in Eh: -306.320258
Energy above the lowest of the compared OMol25 structures with the same formula, charge and spin in kJ/mol: 488.4
HOMO-LUMO gap in hartree: 0.358

The geometry in ORCA input format:
```
! wB97M-V def2-TZVPD RIJCOSX def2/J DEFGRID3
* xyz 0 1
C -1.3718 -0.2208 0.0260
O -0.8264 1.0517 -0.3273
C 0.5613 0.9162 -0.5778
C 1.0569 -0.2331 0.2778
O 0.4692 -0.2250 1.5649
C -0.4224 -1.0630 0.8480
H -2.2471 -0.0381 0.6631
H -1.7009 -0.7927 -0.8593
H 0.7811 0.7244 -1.6437
H 1.0385 1.8620 -0.2851
H 2.1251 -0.4809 0.2984
H 0.5364 -1.5007 0.0149
*
```



No. 3
# C4H11N2O

The ion C4H11N2O with charge +1 in a non-equilibrium geometry (ωB97M-V with the def2-TZVPD basis set, the Open Molecules 2025 dataset).

E_LUMO in eV: -4.50
E_tot in Eh: -343.449741
Energy above the lowest of the compared OMol25 structures with the same formula, charge and spin in kJ/mol: 300.4
SMILES: CNCC/[NH+]=C/O
HOMO-LUMO gap in hartree: 0.290

The geometry in ORCA input format:
```
! wB97M-V def2-TZVPD RIJCOSX def2/J DEFGRID3
* xyz 1 1
C -2.4943 1.0254 -0.0741
N -1.1510 0.6099 0.0932
C -0.6619 -0.4594 -0.7452
C 0.4657 -1.3423 -0.1309
N 1.6736 -0.5344 -0.1632
C 2.1762 0.2046 0.7689
O 3.1478 1.0707 0.4857
H -3.0342 1.1674 0.8458
H -2.7221 1.8550 -0.6874
H -3.0150 0.1450 -0.6564
H -0.8126 0.5826 1.0839
H -0.2673 -0.1429 -1.6522
H -1.5025 -1.1516 -1.1024
H 0.1491 -1.5891 0.9428
H 0.6279 -2.1669 -0.7129
H 1.8914 -0.4167 -1.2228
H 1.7433 0.1158 1.7263
H 3.7861 1.0266 1.2010
*
```



No. 4
# C4H3LiO2Sc

A structure of composition C4H3LiO2Sc in a non-equilibrium geometry (ωB97M-V with the def2-TZVPD basis set, the Open Molecules 2025 dataset).

E_LUMO (alpha / beta) in eV: -11.00 / -8.41
E_tot in Eh: -1072.087310
Energy above the lowest of the compared OMol25 structures with the same formula, charge and spin in kJ/mol: 377.2
HOMO-LUMO gap (alpha / beta) in hartree: 0.116 / 0.381

The geometry in ORCA input format:
```
! wB97M-V def2-TZVPD RIJCOSX def2/J DEFGRID3
* xyz 2 2
Sc 2.9154 0.6707 1.9275
O 1.0785 0.6103 0.2853
C 0.7000 -0.6737 -0.2030
H 1.1471 -1.1275 -1.1026
H 0.7974 -1.4328 0.5905
C -2.0124 -0.6739 -0.1538
C -0.7458 -0.4390 -0.5145
C -1.2986 0.7958 -0.0169
O -1.7456 1.9147 -0.1426
Li 1.8498 1.7856 -0.9150
H -2.6858 -1.4303 0.2450
*
```